Entry from the OMol25 dataset: a single C12H24NO2 molecule (ωB97M-V with the def2-TZVPD basis set).

Element x y z (Å)
C (-3.292, -0.551, 4.034)
C (-2.717, -1.280, 2.806)
C (-1.520, -0.496, 2.309)
O (-1.156, -0.919, 1.007)
C (-0.038, -0.214, 0.486)
C (0.887, -1.138, -0.276)
C (2.021, -0.335, -0.898)
C (2.909, 0.302, 0.186)
C (2.910, -1.323, -1.676)
N (1.533, 0.681, -1.869)
O (2.340, 1.661, -2.036)
C (0.072, 1.010, -1.806)
C (-0.695, 0.081, -2.746)
C (-0.135, 2.422, -2.358)
C (-0.470, 0.989, -0.376)
H (-2.487, 0.001, 4.509)
H (-3.713, -1.236, 4.756)
H (-4.019, 0.181, 3.700)
H (-3.455, -1.393, 2.023)
H (-2.346, -2.244, 3.137)
H (-1.780, 0.566, 2.272)
H (-0.704, -0.664, 3.012)
H (0.532, 0.175, 1.327)
H (1.358, -1.821, 0.423)
H (0.356, -1.758, -0.988)
H (2.641, 1.331, 0.391)
H (2.742, -0.255, 1.104)
H (3.956, 0.191, -0.053)
H (3.451, -1.919, -0.949)
H (3.604, -0.796, -2.320)
H (2.299, -2.010, -2.256)
H (-1.732, 0.386, -2.810)
H (-0.587, -0.968, -2.501)
H (-0.264, 0.213, -3.735)
H (0.224, 3.181, -1.676)
H (0.282, 2.523, -3.351)
H (-1.211, 2.557, -2.450)
H (-0.242, 1.933, 0.111)
H (-1.552, 0.941, -0.464)

As for the expectation value of S²: 0.754. The gap between HOMO and LUMO (alpha / beta) comes out at 8.949 / 10.022 eV. The multiplicity is 2. Its LUMO energy (alpha / beta) is 0.81 / 0.64 eV.

How is the electron density shared among the atoms? According to Löwdin, the charges in e are: -0.102, -0.221, -0.246, -0.104, -0.320, -0.087, -0.478, -0.018, -0.024, -0.115, -0.016, -0.480, -0.014, -0.042, -0.048, 0.066, 0.066, 0.071, 0.110, 0.106, 0.128, 0.129, 0.130, 0.131, 0.112, 0.087, 0.083, 0.081, 0.085, 0.087, 0.082, 0.088, 0.072, 0.090, 0.082, 0.087, 0.088, 0.122, 0.131


Entry from the OMol25 dataset: 2 unconnected molecules or ions with the total composition C4H12 (ωB97M-V with the def2-TZVPD basis set).

Element x y z (Å)
C (0.454, 0.607, -1.188)
C (-0.656, 0.289, -2.184)
H (-0.023, 1.064, -0.360)
H (0.920, -0.412, -0.942)
H (1.352, 1.147, -1.577)
H (-1.090, 1.093, -2.922)
H (-1.517, 0.110, -1.567)
H (-0.508, -0.659, -2.801)
C (0.561, 0.227, 1.599)
C (-0.472, -0.897, 1.677)
H (1.284, 0.207, 2.458)
H (1.203, -0.023, 0.864)
H (0.348, 1.257, 1.650)
H (0.163, -1.733, 2.063)
H (-0.756, -1.348, 0.729)
H (-1.264, -0.931, 2.502)

As for the expectation value of S²: 0.750. Its charge is -1. The gap between HOMO and LUMO (alpha / beta) comes out at 2.869 / 11.610 eV. The multiplicity is 2. Its LUMO energy (alpha / beta) is 4.37 / 4.58 eV.

How is the electron density shared among the atoms? According to Löwdin, the charges in e are: -0.309, -0.340, 0.008, 0.057, 0.058, 0.065, 0.006, 0.045, -0.347, -0.378, 0.059, -0.028, 0.027, 0.020, 0.017, 0.039


Entry from the OMol25 dataset: 2 unconnected molecules or ions with the total composition C4H6N2O3 (ωB97M-V with the def2-TZVPD basis set).

Element x y z (Å)
O (0.598, -2.138, 0.960)
N (0.385, -1.295, -0.416)
C (0.849, 0.038, -0.450)
N (0.046, 0.815, -1.008)
C (-1.131, 0.073, -1.439)
C (-0.980, -1.272, -0.737)
H (1.417, -2.570, 0.857)
H (1.753, 0.538, 0.041)
H (-1.021, -0.002, -2.577)
H (-2.018, 0.755, -1.147)
H (-1.607, -1.364, 0.195)
H (-1.204, -2.171, -1.311)
O (0.779, 3.709, 1.594)
C (1.009, 2.855, 2.338)
O (1.127, 2.029, 3.102)

The gap between HOMO and LUMO comes out at 9.714 eV. Its structure (SMILES) is ON1C=NCC1.O=C=O. Its LUMO energy is 0.59 eV.

How is the electron density shared among the atoms? According to Löwdin, the charges in e are: -0.023, -0.074, -0.202, 0.023, -0.195, -0.211, 0.036, 0.149, 0.133, 0.134, 0.135, 0.114, 0.204, -0.453, 0.229


Entry from the OMol25 dataset: a molecular structure, C59H55N3O7S3TeTi (ωB97M-V with the def2-TZVPD basis set).

Element x y z (Å)
Ti (-0.258, 0.115, -0.080)
O (-1.787, -2.179, 2.953)
C (-1.669, -1.356, 1.896)
O (-0.611, -1.428, 1.231)
C (-2.677, -0.453, 1.500)
C (-3.942, -0.284, 2.125)
C (-4.822, 0.636, 1.577)
C (-4.499, 1.292, 0.407)
C (-3.245, 1.026, -0.237)
N (-2.299, 0.250, 0.384)
C (-2.925, 1.475, -1.557)
O (-3.822, 2.286, -2.198)
O (-1.933, 1.153, -2.199)
H (-2.654, -2.050, 3.351)
H (-4.197, -0.822, 3.028)
H (-5.775, 0.827, 2.056)
H (-5.220, 1.979, -0.017)
H (-4.540, 2.503, -1.594)
S (2.349, -1.391, 0.224)
C (2.524, -0.231, -0.973)
N (1.471, 0.357, -1.524)
C (1.816, 1.253, -2.527)
C (0.930, 2.032, -3.274)
C (1.445, 2.870, -4.250)
C (2.816, 2.951, -4.488)
C (3.705, 2.196, -3.741)
C (3.199, 1.353, -2.762)
S (4.053, 0.333, -1.640)
H (-0.131, 1.991, -3.068)
H (0.766, 3.484, -4.830)
H (3.192, 3.616, -5.256)
H (4.773, 2.267, -3.915)
C (-0.232, 6.308, 6.095)
C (-0.298, 5.984, 7.564)
O (-0.428, 6.819, 8.424)
S (-0.190, 4.272, 8.073)
C (0.005, 3.373, 6.554)
C (-1.112, 2.908, 5.868)
C (-0.970, 2.242, 4.664)
C (0.302, 2.017, 4.118)
C (1.423, 2.459, 4.836)
C (1.274, 3.124, 6.038)
C (0.430, 1.370, 2.858)
C (0.499, 0.824, 1.769)
H (-0.996, 5.765, 5.541)
H (0.728, 6.002, 5.680)
H (-0.366, 7.382, 5.983)
H (-2.100, 3.084, 6.277)
H (-1.839, 1.890, 4.124)
H (2.409, 2.276, 4.428)
H (2.146, 3.466, 6.584)
C (1.176, 8.448, -0.180)
C (0.672, 7.034, -0.098)
C (1.545, 5.956, -0.087)
C (1.113, 4.636, -0.034)
C (2.146, 3.549, 0.042)
C (-0.279, 4.374, -0.002)
C (-0.855, 3.059, 0.038)
O (-0.248, 1.994, -0.326)
C (-1.179, 5.473, 0.016)
C (-2.667, 5.247, 0.063)
C (-0.694, 6.766, -0.035)
H (2.255, 8.489, -0.027)
H (0.704, 9.085, 0.572)
H (0.963, 8.890, -1.158)
H (2.615, 6.144, -0.106)
H (3.121, 3.980, 0.280)
H (2.236, 3.019, -0.905)
H (1.893, 2.809, 0.799)
H (-1.875, 2.938, 0.388)
H (-3.003, 4.631, -0.775)
H (-3.197, 6.199, 0.024)
H (-2.971, 4.731, 0.979)
H (-1.402, 7.591, -0.031)
C (3.611, -2.191, -8.349)
C (2.657, -1.991, -7.204)
C (1.365, -1.535, -7.414)
C (0.466, -1.347, -6.367)
C (-0.901, -0.817, -6.733)
C (0.882, -1.666, -5.060)
Te (-0.653, -1.262, -3.605)
N (-0.739, -1.638, -1.605)
C (-0.253, -2.889, -1.515)
O (0.366, -3.424, -2.458)
C (-0.634, -3.732, -0.340)
C (0.315, -4.524, 0.294)
C (-0.072, -5.370, 1.321)
C (-1.407, -5.449, 1.694)
C (-2.355, -4.669, 1.049)
C (-1.969, -3.802, 0.038)
C (-2.061, -2.776, -4.150)
C (-1.783, -4.035, -4.708)
C (-0.440, -4.617, -5.061)
C (-2.861, -4.880, -4.992)
C (-4.173, -4.538, -4.734)
C (-5.305, -5.477, -5.048)
C (-4.421, -3.295, -4.170)
C (-3.396, -2.407, -3.877)
C (-3.766, -1.101, -3.235)
C (2.191, -2.088, -4.816)
C (2.727, -2.426, -3.457)
C (3.051, -2.243, -5.900)
H (3.186, -1.829, -9.286)
H (3.854, -3.248, -8.475)
H (4.549, -1.660, -8.175)
H (1.041, -1.296, -8.423)
H (-0.864, -0.394, -7.737)
H (-1.246, -0.027, -6.063)
H (-1.657, -1.605, -6.725)
H (1.348, -4.450, -0.016)
H (0.670, -5.970, 1.834)
H (-1.707, -6.113, 2.496)
H (-3.397, -4.723, 1.341)
H (-2.695, -3.166, -0.458)
H (0.394, -4.012, -4.770)
H (-0.392, -4.793, -6.140)
H (-0.332, -5.579, -4.556)
H (-2.643, -5.853, -5.424)
H (-4.935, -6.414, -5.465)
H (-5.994, -5.033, -5.770)
H (-5.880, -5.711, -4.150)
H (-5.442, -2.998, -3.949)
H (-4.844, -0.952, -3.277)
H (-3.287, -0.241, -3.702)
H (-3.460, -1.088, -2.184)
H (2.148, -1.986, -2.653)
H (3.760, -2.089, -3.374)
H (2.698, -3.507, -3.295)
H (4.068, -2.571, -5.704)

As for the expectation value of S²: 3.790. Its charge is -1. The gap between HOMO and LUMO (alpha / beta) comes out at 4.712 / 6.894 eV. The multiplicity is 4. Its LUMO energy (alpha / beta) is 1.78 / 1.98 eV.

Löwdin population analysis, charges in e, atoms 1 to 99: 0.909, 0.129, -0.484, -0.139, -0.209, -0.048, -0.118, -0.056, -0.223, 0.061, -0.535, 0.081, -0.078, 0.093, 0.088, 0.097, 0.085, 0.069, 0.649, -1.155, -0.108, -0.346, -0.033, -0.083, -0.108, -0.101, -0.487, 1.010, 0.083, 0.100, 0.093, 0.101, -0.050, -0.748, -0.017, 1.005, -0.581, -0.113, -0.023, -0.239, -0.026, -0.113, -0.088, -0.049, 0.081, 0.085, 0.083, 0.104, 0.113, 0.116, 0.104, -0.059, -0.269, -0.014, -0.162, -0.006, -0.084, -0.112, -0.204, -0.202, -0.044, -0.023, 0.071, 0.076, 0.079, 0.113, 0.084, 0.070, 0.070, 0.108, 0.078, 0.073, 0.087, 0.113, -0.054, -0.266, -0.022, -0.296, -0.078, -0.309, 1.943, -0.200, -0.632, -0.080, -0.163, -0.024, -0.074, -0.097, -0.088, -0.035, -0.271, -0.253, -0.044, -0.022, -0.268, -0.053, -0.019, -0.289, -0.078


Entry from the OMol25 dataset: 3 unconnected molecules or ions with the total composition C3H12NO3 (ωB97M-V with the def2-TZVPD basis set).

Element x y z (Å)
C (0.183, 1.914, 0.702)
N (0.390, 1.155, -0.526)
C (1.531, 0.180, -0.462)
O (1.195, -0.960, 0.217)
C (-1.272, 2.485, 0.617)
H (0.870, 2.759, 0.557)
H (0.340, 1.371, 1.640)
H (-0.423, 0.619, -0.797)
H (1.898, -0.030, -1.464)
H (2.353, 0.750, 0.045)
H (-1.590, 2.629, 1.659)
H (-1.297, 3.342, -0.049)
H (-1.954, 1.751, 0.205)
H (-0.711, -0.979, 0.702)
H (-1.399, -2.377, 0.471)
O (-1.524, -1.505, 0.849)
H (0.306, -1.799, -0.873)
H (0.184, -2.776, -2.097)
O (-0.182, -2.639, -1.202)

Its charge is -1. The gap between HOMO and LUMO comes out at 7.780 eV. Its LUMO energy is 4.13 eV.

How is the electron density shared among the atoms? According to Löwdin, the charges in e are: -0.309, -0.099, -0.465, -0.329, -0.107, 0.094, 0.104, 0.072, 0.072, 0.088, 0.060, 0.054, 0.053, -0.014, -0.006, -0.118, -0.007, 0.018, -0.161